No. 1
Entry from the Open Molecules 2025 dataset: C45H45BrCoIN3OPS as an isolated structure (ωB97M-V with the def2-TZVPD basis set).

Summary:
Spin multiplicity: 1
DFT total energy in eV: -189794.024
Total charge: +2
Orbital gap (alpha / beta) in eV: 5.75 / 5.41

CARTESIAN COORDINATES (ANGSTROEM)
H1 6.76271 -2.49027 1.56392
H2 2.04107 0.14839 3.48238
H3 5.17202 -5.71449 4.45266
H4 1.51510 -3.31587 -0.22527
H5 2.88909 2.19053 4.53461
H6 1.04442 -4.91846 5.13124
C1 3.38685 -2.23298 2.04179
H7 -4.34336 -2.66803 1.73686
H8 -0.39853 5.15317 -6.14802
C2 -2.80632 4.83777 -4.94627
C3 -3.26295 -1.34074 3.63514
H9 -3.33186 -1.03001 -1.21689
H10 -1.66029 2.58995 3.90483
Co1 0.02878 -0.40052 0.33196
H11 3.37188 -3.32584 -4.06962
C4 -2.19630 -3.64362 -0.66997
C5 -1.42988 4.60852 -4.32643
H12 0.00269 5.81090 -3.17718
C6 2.98865 0.52146 1.58052
I1 0.26716 -2.54203 3.77002
C7 -3.44547 -2.72352 1.14093
C8 5.79088 -2.73274 1.97033
C9 3.82278 -1.64876 -2.80832
C10 -3.34294 -3.63160 0.10892
H13 -0.84433 1.60826 5.14551
C11 4.66073 -1.99771 1.58220
C12 5.61650 -3.76544 2.82957
C13 -2.38749 -1.86472 1.38155
C14 4.33999 -4.05229 3.36783
H14 -3.57387 -0.20199 5.48698
H15 4.49621 -1.19449 -3.52270
P1 2.29599 -1.07028 1.03076
C15 -0.23818 3.12037 -2.67485
C16 -0.42587 4.31264 -5.45168
C17 -1.00835 5.88354 -3.58027
C18 -3.97449 -0.19399 -0.95604
C19 -1.82129 0.15696 2.77419
H16 -5.91041 1.51574 -1.34871
H17 -3.70998 -0.45440 -3.69666
C20 3.80588 1.39965 0.87400
H18 0.65180 3.71771 -2.81494
C21 -3.13508 -0.34289 4.51494
C22 2.65905 0.82746 2.90524
C23 1.96716 -4.69921 4.61315
H19 6.45135 -4.38602 3.12995
H20 -3.45944 2.92224 -3.60053
C24 2.75084 -1.60450 -0.64807
C25 3.61258 -1.03427 -1.58006
H21 4.14206 -0.11833 -1.37633
H22 -3.56398 5.07113 -4.19495
H23 -3.80101 -2.26682 3.70627
C26 -4.41217 0.30204 -3.33921
C27 2.13210 -2.81806 -0.96648
H24 -3.14412 3.97691 -5.52738
S1 -0.65335 1.03813 1.89005
C28 -2.54417 2.65359 -3.09424
C29 -1.21743 -2.72071 -0.38673
N1 -2.44946 -1.02357 2.53387
H25 1.87984 -4.38952 -2.40366
C30 2.01986 -3.63429 3.75680
C31 -0.24026 2.03788 -1.84033
H26 -0.32467 -2.66607 -0.99095
H27 4.31873 3.75717 3.25377
N2 -2.25021 0.57542 3.96978
H28 -5.38583 -0.17481 -3.20413
N3 -1.29474 -1.84067 0.63154
H29 -4.52127 1.05585 -4.11889
H30 -1.68974 6.10587 -2.75693
H31 0.58550 4.16770 -5.06917
H32 -4.15933 -4.31175 -0.09499
H33 -2.54765 2.09714 5.35690
C32 -2.58398 1.57586 -2.21556
H34 -3.67988 0.18281 0.02654
C33 3.19256 -2.84658 -3.11649
C34 -3.94594 0.90560 -2.00646
C35 -4.94547 1.98396 -1.55480
H35 -1.02506 6.73063 -4.26862
H36 4.10907 1.19682 -0.14012
C36 -1.41988 3.43030 -3.35041
C37 4.26487 -5.15602 4.25999
C38 3.19160 -3.26577 3.03367
O1 -1.19956 0.10987 -0.87918
H37 3.03647 -6.34057 5.53470
C39 3.09963 -5.50002 4.85769
H38 -5.00284 -0.55800 -0.88523
C40 -1.35496 1.21073 -1.60574
H39 -0.71094 3.41963 -6.01098
H40 -4.60674 2.48187 -0.64380
H41 -2.06733 -4.33257 -1.49171
C41 3.94297 2.85706 2.78586
C42 4.27595 2.56424 1.47343
H42 -2.75206 5.68780 -5.62757
H43 4.91638 3.23357 0.91483
C43 3.13594 1.98107 3.50198
C44 -1.78850 1.80073 4.63978
C45 2.35105 -3.43928 -2.18673
Br1 1.28409 1.57519 -0.87461
H44 4.82767 -1.21447 0.84997
H45 -5.10927 2.74775 -2.31446

***

No. 2
Entry from the Open Molecules 2025 dataset: C45H47N4P2SiY as an isolated structure (ωB97M-V with the def2-TZVPD basis set).

Summary:
Spin multiplicity: 1
DFT total energy in eV: -80888.772
Orbital gap in eV: 5.60

CARTESIAN COORDINATES (ANGSTROEM)
C1 0.49414 -2.65357 2.95166
N1 -1.93394 0.65331 0.85890
H1 -4.10740 3.20550 1.00002
H2 2.34470 -3.41135 0.36741
H3 2.59006 7.54494 2.77818
H4 -1.60424 -0.75224 2.32705
H5 2.56821 3.65389 -2.39328
H6 -1.44320 2.96275 -5.09933
N2 -2.50280 2.24765 -0.78828
P1 1.31628 1.53076 1.84125
P2 3.83118 2.80712 3.34379
C2 5.42550 -1.67363 0.49695
H7 -0.59103 0.61592 6.21586
C3 5.61820 -1.05869 -1.79938
C4 2.02355 2.80637 -0.50942
H8 0.51310 1.38500 -4.93682
C5 -3.56952 2.32665 1.33258
C6 4.08414 -1.33776 0.47693
H9 -0.41197 -2.33832 3.47944
C7 -3.78666 1.79585 2.58081
Si1 0.10704 -3.69913 1.41111
H10 -0.96997 2.97934 6.85236
H11 0.62995 4.24759 3.10011
C8 3.29767 6.71892 0.92808
H12 -0.67630 3.72389 1.32490
C9 3.11007 1.52000 2.22821
H13 0.93592 0.26686 -2.74996
C10 3.14694 5.48099 2.98028
C11 3.64114 4.34342 2.34937
H14 2.32476 -4.83416 1.42388
C12 -2.18196 0.13214 2.07448
H15 6.21148 -0.95423 -2.70171
C13 0.81141 4.58729 -1.58441
H16 3.16061 7.63818 0.37260
H17 1.57753 -4.90392 -0.17324
C14 -2.63851 1.71227 0.48100
H18 4.07582 5.63668 -0.75542
N3 -0.68316 1.09915 -1.80009
C15 3.43415 -0.84776 -0.69179
H19 2.81824 2.07010 -0.53867
H20 3.81945 -0.39725 -2.75891
N4 2.11837 -0.54609 -0.70948
C16 -1.69571 1.95736 -1.88089
H21 -2.83706 3.32663 -3.08852
H22 3.29269 0.56377 2.72632
H23 -1.76540 -4.94550 2.49569
H24 -1.06360 -5.87173 1.17116
C17 1.13055 2.83086 0.56681
H25 0.69455 5.27331 -2.41416
C18 -0.55210 2.73630 5.88379
H26 -0.75880 -3.12823 -0.78788
H27 1.06164 -1.75551 2.66777
C19 -0.21414 3.75036 4.99808
C20 6.22038 -1.52741 -0.63587
H28 9.44283 2.08486 2.57691
H29 5.47697 0.70669 1.83461
H30 7.87624 0.45340 1.56072
C21 3.81248 5.59438 0.29411
C22 7.50108 1.28562 2.14318
C23 -1.99591 2.64538 -3.06512
H31 -0.23785 -5.80669 2.73309
Y1 0.21137 -0.45500 -0.02448
H32 -0.36259 4.78648 5.27644
H33 4.40954 3.54892 0.50648
H34 -0.92315 5.29813 -0.53899
C24 -0.82236 -5.22324 2.01693
C25 -0.34297 1.41307 5.52650
H35 0.33720 0.07038 4.00276
H36 2.89466 5.43143 4.03369
H37 -1.86039 -2.55735 0.47000
C26 1.74246 -4.26271 0.69644
C27 -0.79725 -2.65093 0.20150
C28 0.53392 2.11968 3.38396
C29 1.86582 3.68420 -1.56944
C30 8.37432 2.19958 2.70748
C31 -0.09420 4.59995 -0.53392
C32 3.99249 4.41824 1.00309
C33 4.27277 -0.73907 -1.83395
H38 1.11065 -3.20470 3.66612
H39 -3.14688 2.99785 -0.96889
C34 -0.13932 1.56582 -4.09537
H40 7.26882 -1.79522 -0.61651
H41 5.86221 -2.06556 1.41073
C35 7.87195 3.26856 3.44180
C36 6.50586 3.41335 3.60584
C37 0.18485 1.10868 4.28053
C38 0.33495 3.44636 3.76158
C39 2.97361 6.66584 2.27532
C40 6.12741 1.43342 2.30377
C41 -1.21853 2.44171 -4.17796
C42 0.05675 3.71991 0.52909
H42 3.46556 -1.49057 1.35674
C43 5.61540 2.50141 3.03162
C44 -3.08632 0.65346 2.96479
H43 3.62356 1.44835 1.26606
H44 -4.49780 2.26063 3.25061
H45 6.11923 4.24888 4.18021
H46 8.54756 3.98821 3.88680
C45 0.08939 0.93276 -2.89856
H47 -3.22993 0.19661 3.93259